# C32H36F18NO14

7 unconnected molecules or ions with the total composition C32H36F18NO14 at a distorted geometry (ωB97M-V with the def2-TZVPD basis set, OMol25).

Output
Calculated total energy = -4146.45687 Ha
HOMO energy = -0.466 hartree
Charge = +1
Kohn-Sham gap = 7.561 eV
Molecular weight = 1000.60 g mol⁻¹
LUMO energy = -5.12 eV

Element x y z (Å)
C: -3.750 -0.381 2.456
C: -4.666 0.345 2.756
C: -5.844 1.191 2.535
C: -7.114 0.569 2.444
C: -8.233 1.398 2.185
C: -9.629 0.744 2.031
O: -10.249 1.021 1.053
O: -10.091 -0.109 3.006
C: -8.082 2.811 2.037
C: -6.789 3.332 2.155
N: -5.726 2.528 2.384
H: -3.032 -1.161 2.189
H: -7.199 -0.519 2.572
H: -9.675 -0.978 2.884
H: -8.943 3.464 1.843
H: -6.649 4.412 2.018
H: -4.791 2.926 2.458
C: 2.933 -3.017 2.110
C: 2.309 -1.691 2.492
O: 1.481 -1.191 1.417
C: 0.243 -1.654 1.369
O: -0.236 -2.441 2.136
C: -0.521 -1.004 0.216
F: 0.198 -0.929 -0.903
F: -0.898 0.261 0.514
F: -1.646 -1.670 -0.101
H: 3.482 -2.926 1.171
H: 3.612 -3.358 2.880
H: 2.169 -3.783 1.960
H: 3.087 -0.947 2.653
H: 1.738 -1.765 3.418
C: -1.203 2.240 -1.641
C: -0.526 3.408 -0.953
O: 0.427 4.025 -1.831
C: -0.062 4.928 -2.682
O: -1.211 5.249 -2.757
C: 1.070 5.524 -3.523
F: 1.927 4.579 -3.945
F: 1.786 6.418 -2.826
F: 0.616 6.153 -4.606
H: -0.461 1.531 -2.013
H: -1.871 1.723 -0.955
H: -1.784 2.576 -2.503
H: 0.034 3.054 -0.087
H: -1.251 4.138 -0.591
C: 4.938 4.196 -5.311
C: 4.176 2.916 -5.579
O: 4.558 2.358 -6.848
C: 5.655 1.596 -6.849
O: 6.323 1.356 -5.889
C: 5.905 1.036 -8.252
F: 5.725 1.961 -9.205
F: 5.065 0.022 -8.525
F: 7.145 0.568 -8.390
H: 4.802 4.901 -6.133
H: 4.595 4.661 -4.387
H: 6.008 4.004 -5.227
H: 3.109 3.129 -5.640
H: 4.314 2.191 -4.775
C: -3.424 -7.119 1.834
C: -2.821 -5.745 2.040
O: -2.981 -5.316 3.404
C: -2.057 -5.746 4.265
O: -1.131 -6.445 3.987
C: -2.330 -5.170 5.658
F: -3.632 -5.222 5.981
F: -1.960 -3.878 5.731
F: -1.666 -5.824 6.609
H: -4.469 -7.130 2.150
H: -3.370 -7.408 0.784
H: -2.902 -7.869 2.428
H: -3.347 -5.016 1.424
H: -1.772 -5.719 1.746
C: 4.420 1.652 7.960
C: 5.694 1.260 7.242
O: 5.652 -0.126 6.854
C: 5.035 -0.395 5.709
O: 4.521 0.415 4.993
C: 5.115 -1.894 5.408
F: 4.876 -2.646 6.488
F: 6.328 -2.240 4.957
F: 4.228 -2.265 4.470
H: 4.240 0.990 8.809
H: 4.484 2.679 8.321
H: 3.556 1.569 7.299
H: 6.545 1.366 7.912
H: 5.881 1.899 6.379
C: 1.905 -0.007 -6.474
C: 0.731 0.830 -6.008
O: -0.485 0.062 -6.014
C: -0.710 -0.680 -4.933
O: 0.011 -0.748 -3.981
C: -2.056 -1.400 -5.058
F: -2.242 -1.919 -6.278
F: -3.080 -0.558 -4.829
F: -2.170 -2.404 -4.184
H: 1.702 -0.442 -7.454
H: 2.807 0.601 -6.538
H: 2.094 -0.836 -5.790
H: 0.575 1.661 -6.696
H: 0.912 1.259 -5.020

Atom charges from the Löwdin analysis, given in e for atoms 1 to 8: 0.21 -0.02 -0.18 0.09 -0.04 -0.44 0.20 0.11

---

# C4H8N3

A gas-phase ion, C4H8N3 (charge +1) at a distorted geometry (ωB97M-V with the def2-TZVPD basis set, OMol25).

Output
Calculated total energy = -321.14052 Ha
HOMO energy = -0.520 hartree
Charge = +1
Energy relative to the best compared isomer or geometry (same formula, charge and spin) = 395.9 kJ/mol
Kohn-Sham gap = 10.686 eV
Molecular weight = 98.13 g mol⁻¹
SMILES = C=NCCN=C=[NH2+]
LUMO energy = -3.45 eV

Element x y z (Å)
C: -1.444 1.453 -0.148
N: -0.690 0.599 0.300
C: -1.088 -0.789 0.349
C: 0.065 -1.679 -0.166
N: 1.300 -1.034 0.308
C: 1.686 0.032 0.245
N: 2.191 1.151 0.011
H: -2.547 1.381 -0.441
H: -1.138 2.410 -0.068
H: -1.917 -1.023 -0.427
H: -1.328 -1.183 1.364
H: -0.094 -2.740 0.037
H: 0.191 -1.562 -1.238
H: 2.397 1.292 -0.964
H: 2.416 1.691 0.837

Atom charges from the natural (NBO) analysis, given in e for atoms 1 to 8: 0.03 -0.46 -0.27 -0.22 -0.26 0.75 -0.77 0.17

---

# C5H7NOS2

C5H7NOS2 in the gas phase at a distorted geometry (ωB97M-V with the def2-TZVPD basis set, OMol25).

Output
Calculated total energy = -1120.98247 Ha
HOMO energy = -0.337 hartree
Charge = 0
Energy relative to the best compared isomer or geometry (same formula, charge and spin) = 235.9 kJ/mol
Kohn-Sham gap = 8.694 eV
Molecular weight = 161.25 g mol⁻¹
SMILES = O[C@@]1(S)C=CC=N[C@@H]1S
LUMO energy = -0.49 eV

Element x y z (Å)
O: 0.302 1.526 1.150
C: -0.418 0.607 -0.029
S: -1.625 1.714 -0.746
C: 0.614 0.280 -1.067
C: 1.378 -0.803 -1.012
C: 0.924 -1.872 -0.126
N: -0.063 -1.793 0.688
C: -0.897 -0.619 0.601
S: -2.474 -1.270 -0.419
H: -0.126 1.394 1.924
H: -0.663 2.600 -1.032
H: 0.678 1.113 -1.770
H: 2.180 -0.808 -1.822
H: 1.529 -2.796 0.037
H: -1.196 -0.238 1.668
H: -1.595 -1.719 -1.432

Atom charges from the natural (NBO) analysis, given in e for atoms 1 to 8: -0.76 0.04 0.06 -0.16 -0.27 0.08 -0.39 -0.16